(1)
C4H48B10Ca4O | ωB97M-V/def2-TZVPD

The geometry in XYZ format:
```
67
Properties=species:S:1:pos:R:3
Ca 14.61967 -22.54148 7.68682
Ca 13.67499 -16.67956 3.94811
Ca 21.16879 -20.21478 3.89227
Ca 18.53515 -15.92482 9.31161
B 20.16119 -23.55967 1.92248
H 20.10876 -23.55300 3.00019
H 21.18777 -23.30289 1.71168
H 19.88112 -24.49403 1.46122
H 19.50219 -22.76824 1.60059
B 22.52840 -21.97384 7.54639
H 22.86848 -22.27599 8.52480
H 21.66477 -21.33584 7.65290
H 23.33866 -21.44741 7.06618
H 22.29122 -22.82830 6.93167
B 11.33080 -18.76050 7.24560
H 11.52645 -17.70109 7.18541
H 11.92863 -19.28046 6.51314
H 11.77412 -19.00817 8.19764
H 10.26839 -18.94790 7.22583
B 16.40248 -19.20800 10.69646
H 15.86529 -18.45843 10.13627
H 16.91477 -19.82557 9.97507
H 17.15964 -18.73257 11.30054
H 15.64719 -19.79805 11.19207
B 21.08579 -16.62031 5.96975
H 22.08017 -17.00617 6.13273
H 21.01514 -16.33998 4.93020
H 20.33310 -17.32530 6.28708
H 20.95987 -15.72023 6.55133
B 16.14775 -13.77675 6.22891
H 15.48476 -13.00362 5.87262
H 16.99749 -13.31352 6.70598
H 15.59513 -14.46127 6.85363
H 16.48482 -14.38775 5.40592
B 17.13918 -24.54760 10.27294
H 17.76272 -25.20117 10.86309
H 17.74347 -23.79993 9.78298
H 16.54725 -25.11174 9.56894
H 16.48574 -24.10789 11.01044
B 16.64268 -19.82789 5.05971
H 17.24487 -19.46978 4.23912
H 16.36635 -19.00813 5.70459
H 15.74291 -20.28884 4.68264
H 17.18540 -20.56377 5.63257
B 14.66993 -25.40694 4.47930
H 13.74223 -24.98788 4.83708
H 15.03814 -26.21830 5.08786
H 14.55277 -25.80363 3.48273
H 15.35155 -24.57215 4.42676
B 15.26293 -16.79846 -0.06878
H 15.80447 -16.46839 0.80417
H 16.03138 -17.08937 -0.76814
H 14.61470 -17.61216 0.21745
H 14.68015 -15.95011 -0.39269
C 8.74573 -21.85029 0.62331
C 8.01600 -20.53120 0.49407
C 8.43230 -19.77949 1.77261
O 9.78835 -20.17259 1.86486
C 9.89844 -21.54742 1.61392
H 9.28445 -22.12070 -0.28486
H 8.09749 -22.66041 0.95735
H 7.00408 -20.74526 0.15013
H 8.48423 -19.97423 -0.31750
H 7.83594 -20.07320 2.63643
H 8.52320 -18.70845 1.59173
H 9.82266 -22.11634 2.54058
H 10.85936 -21.80949 1.17115
```

## Properties
**Orbital gap**: 2.8 eV
**Lowest unoccupied orbital energy**: -1.38 eV
**HOMO**: -4.2 eV
**Net charge**: -2

---

(2)
C28H53BF4NO27S6 | ωB97M-V/def2-TZVPD

The geometry in XYZ format:
```
120
Properties=species:S:1:pos:R:3
C -2.06282 -4.09955 3.73199
C -1.36560 -3.12759 2.75696
C -2.06052 -1.74905 2.58945
B -2.19070 -1.34949 1.01459
C -3.25568 -2.27308 0.12676
C -4.00475 -3.36020 0.89549
C -5.28361 -3.83269 0.23804
F -5.33627 -3.65990 -1.08514
F -5.49208 -5.16346 0.45171
F -6.38141 -3.23759 0.75770
O -0.77414 -1.34211 0.50186
C -0.77950 -0.39686 -0.52068
C 0.55739 -0.18617 -1.23851
C 0.49982 -0.56354 -2.72717
N 1.08784 0.51029 -3.57966
C -1.51610 0.81181 0.13063
C -2.11734 1.70654 -0.98047
C -1.51190 3.10043 -1.18369
C -1.78972 3.59469 -2.60273
F -0.12296 3.10813 -1.03604
C -0.87403 1.53994 1.32327
C -1.95687 2.45854 1.91675
C -1.53532 3.82064 2.33279
O -1.83993 2.79977 3.28206
O -2.59843 0.09776 0.72289
H -2.98248 -3.63520 4.09915
H -2.36563 -5.02772 3.24014
H -1.46697 -4.35314 4.60976
H -1.33531 -3.60237 1.77117
H -0.32185 -2.97242 3.02783
H -1.42229 -1.01555 3.09163
H -3.02106 -1.73638 3.11801
H -2.70352 -2.72137 -0.70745
H -3.99299 -1.59230 -0.30450
H -3.39134 -4.24903 1.04276
H -4.30251 -3.02057 1.88785
H -1.48859 -0.78077 -1.27451
H 1.34355 -0.77823 -0.76935
H 0.88362 0.85491 -1.18013
H -0.52889 -0.74911 -3.04761
H 1.04795 -1.49295 -2.88730
H 0.32473 1.16338 -3.74275
H 1.22937 0.08812 -4.49448
H -2.04017 1.17962 -1.93761
H -3.18452 1.81441 -0.78495
H -1.99655 3.78668 -0.48677
H -1.05939 3.10619 -3.25177
H -2.80463 3.36331 -2.91602
H -1.58837 4.66703 -2.64636
H -0.03694 2.19421 1.07875
H -0.60981 0.84450 2.11630
H -2.95158 2.36574 1.49627
H -0.48734 4.08251 2.29097
H -2.35511 4.50554 2.12866
C -3.53722 -3.67929 8.39655
C -2.91881 -4.65320 9.37925
O -1.65296 -4.98092 8.80362
S -1.07308 -3.70825 8.00339
O -0.16725 -3.01097 8.84423
O -0.72489 -4.12789 6.70316
O -2.44350 -2.87322 7.95856
H -3.95789 -4.19418 7.52994
H -4.29980 -3.05268 8.85203
H -3.51166 -5.55455 9.51065
H -2.74654 -4.18358 10.35108
C 4.61225 -5.62965 5.84427
C 3.48935 -6.63975 5.73102
O 2.62790 -6.33062 6.82996
S 2.64752 -4.74681 7.10791
O 1.53681 -4.15366 6.47003
O 2.92737 -4.54899 8.48493
O 3.96783 -4.42306 6.25081
H 5.33118 -5.91756 6.61542
H 5.13200 -5.47232 4.90273
H 3.83729 -7.66638 5.80857
H 2.92677 -6.51285 4.80351
C 0.99840 8.20575 1.86505
C 2.03002 7.12324 1.62652
O 1.42408 6.27315 0.64650
S 0.50803 7.13993 -0.33579
O 1.24151 7.44351 -1.51273
O -0.77957 6.55260 -0.38775
O 0.44320 8.46233 0.56737
H 0.19788 7.85764 2.52038
H 1.43074 9.11660 2.27017
H 2.25968 6.55317 2.52248
H 2.95155 7.53290 1.20634
C 0.47275 3.60466 -6.75932
C 0.22705 3.20586 -8.20055
O 0.84167 1.91157 -8.31588
S 0.71200 1.13171 -6.91853
O -0.40469 0.25961 -6.99427
O 2.00365 0.67060 -6.55979
O 0.31486 2.38431 -6.02244
H 1.49044 3.96848 -6.60862
H -0.23485 4.34677 -6.40080
H 0.67237 3.89416 -8.91296
H -0.83902 3.10004 -8.41077
C 2.44721 -1.29702 -10.09874
C 1.30659 -0.51497 -10.70990
O 1.91555 0.23176 -11.77529
S 3.11650 -0.61401 -12.40353
O 2.66099 -1.28674 -13.56779
O 4.27201 0.20832 -12.43453
O 3.25008 -1.68558 -11.22756
H 3.05436 -0.67377 -9.43981
H 2.11221 -2.17615 -9.55619
H 0.83201 0.15722 -10.00282
H 0.55402 -1.17692 -11.14341
C 4.54869 2.43754 1.21058
C 3.31145 2.02471 0.43838
O 2.95638 0.76194 1.00978
S 3.32242 0.72689 2.55043
O 2.17097 1.04882 3.30996
O 4.09911 -0.42654 2.83066
O 4.28602 2.02123 2.55520
H 5.43940 1.91531 0.85345
H 4.72015 3.51084 1.18038
H 3.48952 1.91284 -0.62760
H 2.48317 2.71979 0.59557
```

## Properties
**Orbital gap**: 6.0 eV
**Lowest unoccupied orbital energy**: 1.54 eV
**HOMO**: -4.4 eV
**Net charge**: -1

---

(3)
C9H36CaN11O12 | ωB97M-V/def2-TZVPD

The geometry in XYZ format:
```
69
Properties=species:S:1:pos:R:3
Ca -0.61556 1.50290 -2.73813
N 0.05966 -0.54416 -0.03675
O -0.53098 -0.01000 -1.00286
O -0.42037 -1.57574 0.44793
O 1.10488 -0.07120 0.42161
C -1.81532 -4.53120 1.35811
O -2.07185 -3.90530 0.09315
H -1.54095 -3.75804 2.07881
H -2.73472 -4.99196 1.71247
H -1.02082 -5.26551 1.23404
H -1.63637 -3.04649 0.07764
C -4.04297 -1.92015 -1.19009
O -5.23558 -1.25377 -0.84675
H -3.91241 -2.00105 -2.28339
H -3.14420 -1.44460 -0.79910
H -4.06994 -2.98737 -0.96414
H -5.65880 -0.87924 -1.61874
C -1.03369 -1.29843 3.98838
O -1.88303 -0.81661 2.94860
H -0.23881 -0.59170 4.24979
H -1.65013 -1.41391 4.87854
H -0.56992 -2.25569 3.74522
H -1.41472 -0.94483 2.11329
C 2.94536 3.13680 0.93169
O 3.19479 3.99326 2.02573
H 2.29020 3.61987 0.19654
H 3.89446 2.77952 0.55790
H 2.33624 2.30290 1.31386
H 2.32412 4.22475 2.37543
C 0.74046 -1.05183 -4.74836
O 0.32972 -0.31570 -3.83342
N 0.33700 -2.33425 -4.84124
N 1.65968 -0.62819 -5.65237
H 0.71090 -2.95033 -5.53818
H -0.23256 -2.62829 -4.06596
H 1.88148 0.34716 -5.59439
H 2.07815 -1.23750 -6.32980
C -3.39375 1.88719 -0.76732
O -2.71397 1.66178 -1.78804
N -4.72574 2.03025 -0.77660
N -2.80159 1.98877 0.44929
H -5.21593 2.26743 0.06660
H -5.28095 1.75276 -1.56305
H -1.79874 1.97736 0.49926
H -3.35490 2.08799 1.27928
C -0.46122 2.83802 3.11346
O 0.58682 3.47349 3.09462
N -1.60740 3.36876 3.61832
N -0.51737 1.53269 2.72238
H -2.49371 2.89981 3.66894
H -1.61270 4.31334 3.95815
H -1.36851 0.99264 2.74602
H 0.32951 1.09959 2.40074
C 4.08414 -1.95885 1.54455
O 5.06990 -2.59118 1.86449
N 2.86958 -2.52440 1.26456
N 4.08084 -0.58722 1.43780
H 2.86917 -3.50262 1.04228
H 2.04646 -1.97206 1.10222
H 4.86732 -0.09740 1.82294
H 3.19235 -0.13750 1.31581
C 2.89024 1.56976 -2.37790
O 1.65995 1.71619 -2.49424
N 3.74829 1.89224 -3.37424
N 3.40761 1.01571 -1.26515
H 3.35398 2.38449 -4.15373
H 4.74244 1.80315 -3.27401
H 2.72963 0.54944 -0.68046
H 4.40488 1.01430 -1.16208
```

## Properties
**Orbital gap**: 7.8 eV
**Lowest unoccupied orbital energy**: -3.62 eV
**HOMO**: -11.5 eV
**ΔE to the lowest compared entry with this formula, charge and spin**: 0.0 kJ/mol
**Net charge**: +1

---

(4)
C5H8O | ωB97M-V/def2-TZVPD

The geometry in XYZ format:
```
14
Properties=species:S:1:pos:R:3
O -0.94708 -1.02539 1.57347
C -0.33736 -0.34762 0.53296
C 1.18386 -0.47355 0.27292
C 0.64535 0.45623 -0.80714
C -0.57494 -0.48801 -0.97777
C -0.15248 1.18578 0.29766
H -1.87875 -0.77856 1.60312
H 1.56771 -1.44145 -0.05226
H 1.83646 0.03147 0.99229
H 1.16898 0.91155 -1.64665
H -1.50494 -0.05447 -1.37225
H -0.36987 -1.47006 -1.41052
H 0.30957 1.69073 1.16136
H -0.86982 1.79054 -0.23426
```

## Properties
**Orbital gap**: 10.9 eV
**Lowest unoccupied orbital energy**: 0.91 eV
**HOMO**: -10.0 eV
**ΔE to the lowest compared entry with this formula, charge and spin**: 237.1 kJ/mol

---

(5)
C3H12N3O | ωB97M-V/def2-TZVPD

The geometry in XYZ format:
```
19
Properties=species:S:1:pos:R:3
C 0.26088 -0.35356 -1.73938
N 0.30107 -0.76304 -3.00191
N -0.93989 -0.26229 -1.11087
N 1.36526 -0.20208 -0.96615
C -2.86604 0.23915 0.52730
C -1.31120 0.19004 0.23193
H -0.57309 -1.15677 -3.35878
H 1.12394 -0.71204 -3.60756
H -1.57149 -0.87354 -1.63431
H 2.17889 -0.68659 -1.35317
H 1.42240 0.23737 -0.04413
H -3.34933 0.88633 -0.22383
H -3.08442 0.64127 1.53090
H -3.29966 -0.77221 0.45152
H -0.93490 1.21929 0.38841
H -0.80125 -0.46916 0.96053
O 3.79285 0.64601 4.44483
H 3.60234 1.61099 4.47263
H 4.68370 0.58085 4.03203
```

## Properties
**Orbital gap**: 10.4 eV
**Lowest unoccupied orbital energy**: -3.23 eV
**HOMO**: -13.6 eV
**ΔE to the lowest compared entry with this formula, charge and spin**: 128.6 kJ/mol
**Net charge**: +1

---

(6)
C19H9Cl2MoN3O2S3 | ωB97M-V/def2-TZVPD

The geometry in XYZ format:
```
39
Properties=species:S:1:pos:R:3
Mo -0.52657 -0.16012 -0.17863
S 3.56153 1.65498 -0.59113
C 3.76753 -0.08292 -0.56053
C 4.94703 -0.81402 -0.56293
C 4.85083 -2.19352 -0.53193
C 3.60753 -2.82842 -0.51673
C 2.42903 -2.10612 -0.52083
C 2.51043 -0.71652 -0.53173
N 1.44433 0.16918 -0.50673
C 1.87153 1.44788 -0.53513
C 0.84923 2.45928 -0.53133
C 1.10643 3.83068 -0.54193
C 0.05093 4.72498 -0.58863
C -1.24977 4.24588 -0.60763
C -1.49747 2.87658 -0.57023
C -0.47597 1.93348 -0.52153
H 5.90663 -0.32072 -0.58253
H 5.75053 -2.79072 -0.52163
H 3.56813 -3.90472 -0.49793
H 1.46333 -2.60152 -0.53853
H 2.12463 4.18728 -0.50323
H 0.23763 5.78708 -0.60533
H -2.08027 4.93518 -0.64383
H -2.53537 2.56488 -0.57603
S -3.36047 0.27358 -0.29463
C -3.76137 0.16268 1.21517
S -0.54707 -0.06882 1.96727
C -4.20967 0.04458 2.44177
C -4.31227 -1.22762 3.08217
N -4.37067 -2.24082 3.60187
C -4.55337 1.15358 3.27357
N -4.82457 2.01738 3.96637
Cl -0.99277 -3.64032 0.82787
C -1.54217 -3.83012 -0.87563
Cl -0.19017 -4.08872 -1.99263
C -2.16107 -2.47152 -1.12213
O -3.33077 -2.23692 -1.20443
O -1.26897 -1.49002 -1.08633
H -2.25657 -4.65492 -0.93353
```

## Properties
**Orbital gap**: 5.1 eV
**Lowest unoccupied orbital energy**: -10.12 eV
**HOMO**: -15.2 eV
**ΔE to the lowest compared entry with this formula, charge and spin**: 189.3 kJ/mol
**Net charge**: +2

---

(7)
C32H30ClIrN5O2S | ωB97M-V/def2-TZVPD

The geometry in XYZ format:
```
72
Properties=species:S:1:pos:R:3
Ir 0.85153 0.03327 0.51839
N 0.34567 0.94439 4.74973
C 0.27946 0.63973 3.41491
S 1.59517 1.16503 2.41947
N -0.79424 -0.02713 3.04649
N -0.77748 -0.31048 1.72014
C -1.83541 -0.73893 1.12748
C -3.12941 -0.97004 1.80571
C -3.73843 -2.22042 1.71981
C -4.93773 -2.46903 2.37135
C -5.54034 -1.46326 3.11283
C -4.93900 -0.21420 3.19862
C -3.73819 0.03584 2.55248
C -1.66154 -0.99165 -0.31672
C -2.73549 -1.20999 -1.16638
C -2.50505 -1.42491 -2.51638
C -1.20463 -1.42938 -2.98936
C -0.17349 -1.17778 -2.09751
N -0.38147 -0.95663 -0.80480
H 0.95286 1.70941 4.99005
H -0.54089 0.91839 5.22823
H -3.26029 -3.00553 1.14530
H -5.39667 -3.44769 2.30428
H -6.47687 -1.65244 3.62326
H -5.41022 0.57356 3.77346
H -3.26404 1.00469 2.59308
H -3.73773 -1.18514 -0.76412
H -3.33783 -1.57300 -3.19213
H -0.97955 -1.58306 -4.03503
H 0.85702 -1.11804 -2.42060
O 0.83104 2.09854 -2.54664
C -0.02751 2.44335 -1.75764
N -0.37523 1.86535 -0.55268
C -1.54717 2.43201 -0.12971
O -2.26952 2.08322 0.78521
C -1.90515 3.58186 -1.04195
C -2.94912 4.48267 -1.01317
C -3.00602 5.42614 -2.03685
C -2.05146 5.43834 -3.05336
C -1.01478 4.50794 -3.07414
C -0.96614 3.59373 -2.04322
H -3.68902 4.45062 -0.22319
H -3.80233 6.16060 -2.05074
H -2.12456 6.18259 -3.83730
H -0.27119 4.49307 -3.86112
C 4.07578 1.99510 0.21522
C 3.89707 0.50771 -0.08626
C 5.03577 0.04873 -1.00021
C 2.52690 0.24565 -0.72946
H 5.02774 2.19227 0.71891
H 3.27445 2.38885 0.83983
H 4.06607 2.56232 -0.72096
H 3.98337 -0.03841 0.86118
H 4.96256 0.55585 -1.96741
H 4.97882 -1.02595 -1.18505
H 6.01991 0.27312 -0.57357
H 2.60880 -0.67185 -1.33787
H 2.38103 1.04559 -1.45827
Cl 4.17323 -5.62992 -2.52571
C 3.45531 -4.50016 -1.39745
C 2.07728 -4.41277 -1.29990
C 1.52144 -3.50900 -0.40885
C 2.30551 -2.67003 0.38981
C 1.66968 -1.70227 1.33856
C 3.68843 -2.81910 0.28580
C 4.26793 -3.71674 -0.59997
H 1.45010 -5.04989 -1.90995
H 0.44332 -3.45733 -0.31944
H 2.37544 -1.44751 2.13394
H 0.83928 -2.23568 1.81889
H 4.33318 -2.21840 0.91441
H 5.34404 -3.80576 -0.67178
```

## Properties
**Orbital gap**: 6.8 eV
**Lowest unoccupied orbital energy**: 2.27 eV
**HOMO**: -4.5 eV
**ΔE to the lowest compared entry with this formula, charge and spin**: 59.4 kJ/mol
**Net charge**: -1